1.
{
  "formula": "C31H34AsBF5N8SSeTi",
  "method": "the ωB97M-V functional and the def2-TZVPD basis",
  "de_lowest_kcal_mol": 74.09,
  "homo_energy_ev": [-5.8, -5.8],
  "lumo_ev": [-0.572, -0.267],
  "multiplicity": 2,
  "homo_lumo_gap_ha": [0.19135, 0.20281],
  "species": ["Ti", "C", "C", "C", "C", "N", "N", "B", "N", "C", "C", "C", "C", "N", "N", "C", "C", "C", "C", "N", "N", "C", "C", "C", "C", "N", "H", "H", "H", "H", "H", "H", "H", "H", "H", "H", "H", "H", "H", "H", "H", "H", "H", "H", "H", "H", "F", "C", "C", "C", "F", "C", "F", "C", "F", "C", "F", "C", "As", "C", "C", "S", "H", "H", "H", "H", "H", "H", "H", "H", "H", "Se", "C", "C", "C", "C", "C", "C", "H", "H", "H", "H", "H"],
  "coordinates": [[-0.031, -0.384, -0.251], [0.266, 3.450, -1.357], [-0.398, 2.368, -2.133], [-0.855, 2.516, -3.445], [-1.414, 1.307, -3.789], [-1.288, 0.477, -2.750], [-0.666, 1.117, -1.705], [-1.884, -0.945, -2.624], [-0.726, -1.996, -2.478], [-0.195, -2.838, -3.382], [0.543, -3.785, -2.715], [0.431, -3.460, -1.365], [0.966, -4.232, -0.207], [-0.315, -2.358, -1.223], [-2.726, -1.073, -1.311], [-3.830, -1.802, -1.085], [-3.990, -1.966, 0.273], [-2.892, -1.321, 0.846], [-2.464, -1.292, 2.274], [-2.147, -0.776, -0.115], [-2.787, -1.156, -3.825], [-4.050, -0.686, -3.980], [-4.394, -0.826, -5.300], [-3.251, -1.384, -5.909], [-3.049, -1.753, -7.343], [-2.289, -1.565, -5.019], [0.183, 4.377, -1.923], [1.324, 3.223, -1.186], [-0.195, 3.587, -0.382], [-0.785, 3.403, -4.050], [-1.881, 0.984, -4.705], [-0.415, -2.710, -4.427], [1.070, -4.621, -3.142], [0.645, -5.271, -0.295], [0.601, -3.835, 0.734], [2.057, -4.219, -0.191], [-4.412, -2.194, -1.901], [-4.779, -2.497, 0.778], [-3.205, -0.804, 2.906], [-1.506, -0.782, 2.378], [-2.332, -2.310, 2.640], [-4.591, -0.233, -3.166], [-5.329, -0.564, -5.763], [-3.955, -1.566, -7.917], [-2.793, -2.808, -7.440], [-2.238, -1.173, -7.784], [2.061, -0.840, -1.270], [2.489, -1.366, -0.065], [1.524, -1.388, 0.909], [1.912, -1.919, 2.112], [1.032, -1.996, 3.144], [3.186, -2.415, 2.326], [3.537, -2.935, 3.507], [4.117, -2.381, 1.294], [5.345, -2.857, 1.497], [3.775, -1.845, 0.061], [4.657, -1.821, -0.930], [-0.061, 0.910, 4.337], [-0.398, 1.967, 2.763], [-2.318, 2.077, 2.481], [0.113, 3.742, 3.278], [0.891, 1.487, 1.120], [-0.574, 1.343, 5.195], [1.018, 0.934, 4.490], [-0.372, -0.120, 4.181], [-2.848, 1.527, 3.255], [-2.559, 1.672, 1.500], [-2.603, 3.127, 2.524], [-0.391, 4.027, 4.201], [-0.157, 4.425, 2.474], [1.195, 3.751, 3.409], [3.564, 1.825, -0.472], [3.832, 2.359, 1.332], [4.085, 1.414, 2.336], [4.174, 1.780, 3.670], [4.027, 3.112, 4.048], [3.800, 4.065, 3.064], [3.695, 3.693, 1.728], [4.200, 0.376, 2.050], [4.368, 1.023, 4.422], [4.111, 3.402, 5.088], [3.706, 5.111, 3.336], [3.509, 4.444, 0.970]],
  "atomic_forces_ev_per_a": [[0.2, 0.2, 0.2], [0.0, 0.0, 0.0], [0.0, 0.0, 0.0], [-0.1, 0.0, 0.0], [0.1, 0.1, 0.0], [-0.3, 0.0, 0.3], [0.4, -0.1, -0.3], [0.1, 0.0, 0.0], [-0.3, 0.1, -0.3], [-0.1, 0.1, -0.1], [0.0, -0.1, -0.1], [0.0, 0.1, 0.2], [0.0, 0.0, 0.0], [0.2, -0.2, 0.0], [0.1, 0.1, 0.1], [0.0, -0.2, -0.1], [-0.1, 0.0, 0.0], [0.1, 0.0, 0.0], [0.0, 0.0, 0.0], [0.1, 0.2, 0.2], [0.0, -0.1, 0.0], [0.0, 0.2, -0.1], [0.0, 0.0, 0.0], [0.0, 0.0, 0.0], [0.0, 0.0, 0.0], [0.0, -0.1, 0.0], [0.0, 0.0, 0.0], [0.0, 0.0, 0.0], [0.0, 0.0, 0.0], [0.0, 0.0, 0.0], [0.0, 0.0, 0.0], [0.0, 0.0, 0.0], [0.0, 0.0, 0.0], [0.0, 0.0, 0.0], [0.0, 0.0, 0.0], [0.0, 0.0, 0.0], [0.0, 0.1, 0.0], [0.0, 0.0, 0.0], [0.0, 0.0, 0.0], [0.0, 0.0, 0.0], [0.0, 0.0, 0.0], [0.0, -0.1, 0.0], [0.0, 0.0, 0.0], [0.0, 0.0, 0.0], [0.0, 0.0, 0.0], [0.0, 0.0, 0.0], [0.1, -0.1, 0.0], [0.0, 0.0, 0.0], [-0.1, -0.1, -0.3], [0.0, 0.0, 0.1], [0.0, 0.0, 0.0], [0.0, 0.0, 0.0], [0.0, 0.0, 0.0], [0.0, 0.0, 0.0], [0.0, 0.0, 0.0], [0.0, 0.0, 0.0], [0.0, 0.0, 0.0], [0.0, -0.1, 0.0], [0.0, 0.0, 0.1], [0.0, 0.0, 0.0], [0.0, 0.0, 0.0], [-0.4, 0.1, 0.1], [0.0, 0.0, 0.0], [0.0, 0.0, 0.0], [0.0, 0.0, 0.0], [0.0, 0.0, 0.0], [0.0, 0.0, 0.0], [0.0, 0.0, 0.0], [0.0, 0.0, 0.0], [0.0, 0.0, 0.0], [0.0, 0.0, 0.0], [0.1, 0.0, 0.0], [0.0, 0.0, -0.1], [0.0, 0.0, 0.0], [0.0, 0.0, 0.0], [0.0, 0.0, 0.0], [0.0, 0.0, -0.1], [0.0, 0.0, 0.1], [0.0, 0.0, 0.0], [0.0, 0.0, 0.0], [0.0, 0.0, 0.0], [0.0, 0.0, 0.0], [0.0, 0.0, 0.0]]
}

---

2.
{
  "formula": "C31H34AsCl2N7O2Sn",
  "method": "the ωB97M-V functional and the def2-TZVPD basis",
  "de_lowest_kcal_mol": 371.78,
  "homo_energy_ev": -6.2,
  "lumo_ev": -0.360,
  "homo_lumo_gap_ha": 0.21606,
  "species": ["Sn", "C", "N", "C", "C", "N", "C", "C", "C", "C", "C", "C", "N", "C", "N", "C", "C", "C", "C", "C", "C", "N", "H", "H", "H", "H", "H", "H", "H", "H", "H", "H", "H", "H", "H", "H", "H", "O", "C", "C", "C", "C", "C", "C", "N", "H", "H", "H", "H", "H", "H", "H", "C", "As", "C", "C", "O", "H", "H", "H", "H", "H", "H", "H", "H", "H", "Cl", "C", "C", "C", "C", "C", "Cl", "C", "N", "H", "H", "H"],
  "coordinates": [[0.628, 0.201, -0.313], [0.234, -0.305, 3.465], [0.551, 0.943, 2.787], [1.248, 1.055, 1.621], [3.508, -0.644, 0.308], [2.398, -1.144, -0.276], [2.742, -2.170, -1.152], [1.964, -2.973, -1.978], [2.611, -3.927, -2.746], [4.000, -4.083, -2.685], [4.777, -3.296, -1.850], [4.121, -2.344, -1.083], [4.551, -1.392, -0.171], [-0.184, -1.425, 2.568], [-0.427, -1.355, 1.290], [-0.821, -2.632, 0.892], [-1.242, -3.076, -0.359], [-1.572, -4.414, -0.454], [-1.494, -5.276, 0.651], [-1.099, -4.832, 1.899], [-0.766, -3.486, 1.993], [-0.359, -2.684, 3.051], [-0.580, -0.131, 4.175], [1.097, -0.658, 4.051], [0.437, 1.756, 3.382], [4.045, 0.352, 2.621], [2.469, 1.437, 3.421], [0.888, -2.851, -2.017], [2.035, -4.566, -3.403], [4.476, -4.835, -3.301], [5.852, -3.416, -1.807], [5.510, -1.231, 0.078], [-1.340, -2.391, -1.198], [-1.910, -4.810, -1.402], [-1.763, -6.317, 0.526], [-1.059, -5.499, 2.749], [-0.209, -2.978, 4.000], [-3.085, 0.112, 1.221], [-3.464, 0.779, 0.035], [-2.782, 2.117, -0.129], [-3.424, 3.187, -0.745], [-2.736, 4.375, -0.919], [-1.426, 4.462, -0.472], [-0.866, 3.347, 0.130], [-1.524, 2.200, 0.299], [-2.136, -0.062, 1.164], [-4.543, 0.925, 0.085], [-3.235, 0.174, -0.854], [-4.452, 3.082, -1.070], [-3.215, 5.223, -1.392], [-0.845, 5.366, -0.588], [0.164, 3.360, 0.476], [0.620, -0.608, -4.307], [-1.140, 0.063, -3.904], [-0.902, 1.930, -3.505], [-2.083, 0.028, -5.587], [-1.962, -0.809, -2.771], [1.100, 0.035, -5.045], [0.539, -1.623, -4.692], [1.217, -0.616, -3.397], [-0.502, 2.432, -4.386], [-0.204, 2.045, -2.680], [-1.867, 2.360, -3.238], [-1.517, 0.546, -6.361], [-3.051, 0.509, -5.453], [-2.238, -1.011, -5.873], [3.034, 1.186, 2.125], [3.994, 2.614, 2.092], [4.751, 3.325, 1.243], [5.496, 3.327, 0.016], [5.524, 2.498, -1.071], [4.562, 1.611, -1.546], [5.003, 0.519, -2.857], [3.209, 1.823, -1.419], [2.059, 2.012, -1.380], [5.056, 4.194, 1.828], [6.270, 4.085, 0.028], [6.410, 2.575, -1.698]],
  "atomic_forces_ev_per_a": [[-0.1, -0.2, -0.4], [-0.1, -0.1, 0.2], [0.1, -0.3, -0.3], [-0.3, 0.3, 0.5], [0.3, -0.5, -0.1], [0.1, 0.4, 0.3], [-0.1, 0.0, 0.1], [0.0, 0.0, 0.0], [0.0, 0.0, 0.0], [0.0, 0.0, 0.0], [0.1, 0.0, 0.0], [0.1, 0.1, 0.0], [-0.1, -0.1, 0.1], [0.2, -0.1, -0.1], [-0.2, 0.0, 0.1], [0.0, 0.1, 0.0], [0.0, 0.0, 0.1], [0.0, 0.0, 0.0], [0.0, 0.0, 0.0], [0.0, 0.0, 0.0], [0.0, 0.0, -0.1], [0.0, 0.0, 0.0], [0.0, 0.1, 0.0], [-0.1, 0.0, 0.0], [-0.1, 0.1, -0.1], [0.0, 0.2, -0.1], [0.5, -0.3, -1.0], [0.0, 0.0, 0.0], [0.0, 0.0, 0.0], [0.0, 0.0, 0.0], [0.0, 0.0, 0.0], [0.0, 0.1, 0.0], [0.0, 0.0, 0.0], [0.0, 0.0, 0.0], [0.0, 0.0, 0.0], [0.0, 0.0, 0.0], [0.0, 0.0, 0.0], [0.0, 0.0, 0.0], [0.0, 0.0, 0.0], [-0.1, 0.0, -0.1], [0.0, 0.0, 0.0], [0.0, 0.0, 0.0], [0.0, 0.0, 0.0], [0.0, 0.0, 0.0], [0.1, 0.1, 0.1], [0.0, 0.0, 0.0], [0.0, 0.0, 0.0], [0.0, 0.0, 0.0], [0.0, 0.0, 0.0], [0.0, 0.0, 0.0], [0.0, 0.0, 0.0], [0.0, 0.0, 0.0], [0.0, 0.0, 0.0], [-0.1, -0.1, 0.0], [-0.1, 0.0, 0.0], [0.0, 0.0, 0.0], [0.1, 0.0, 0.0], [0.0, 0.0, 0.0], [0.0, 0.0, 0.0], [0.0, 0.0, 0.0], [0.0, 0.0, 0.0], [0.0, 0.0, 0.1], [0.0, 0.0, 0.0], [0.0, 0.0, 0.0], [0.0, 0.0, 0.0], [0.0, 0.0, 0.0], [-0.7, -0.8, 0.5], [0.4, 1.6, 0.6], [0.2, -0.6, -0.5], [0.0, 0.1, 0.2], [-0.1, 0.0, -0.1], [0.1, 0.1, -0.3], [0.0, 0.0, 0.0], [0.0, -0.1, 0.0], [-0.1, 0.0, 0.2], [-0.1, 0.0, 0.2], [0.0, 0.0, 0.0], [0.0, 0.0, 0.0]]
}